The following is a DFT calculation (the ωB97M-V functional and the def2-TZVPD basis) of a structure of composition C26H16N6O4S2V in a non-equilibrium geometry.

molecular weight = 591.53 g/mol
energy = -3370.37205 hartree
HOMO level (alpha / beta) = -6.594 / -6.767 eV
Kohn-Sham gap (alpha / beta) = 5.727 / 5.704 eV
energy relative to the best compared isomer or geometry (same formula, charge and spin) = 0.000 eV
E_LUMO (alpha / beta) = -0.0319 / -0.0390 Ha

```
! wB97M-V def2-TZVPD RIJCOSX def2/J DEFGRID3
* xyz 0 4
V -0.08 -0.46 -0.27
O -3.72 -2.03 -1.24
C -2.65 -1.32 -1.00
O -1.64 -1.82 -0.50
C -2.65 0.11 -1.38
C -3.59 0.83 -2.06
C -3.28 2.16 -2.38
C -2.06 2.70 -2.02
C -1.14 1.91 -1.34
N -1.46 0.65 -1.04
C 0.33 2.22 -1.02
O 0.94 2.50 -2.27
O 0.89 1.19 -0.33
H -3.55 -2.93 -0.94
H -4.52 0.37 -2.36
H -4.00 2.77 -2.92
H -1.79 3.73 -2.26
H 1.85 2.76 -2.06
C 0.93 -1.43 -4.42
C 2.09 -2.17 -4.24
C 2.57 -2.37 -2.96
C 1.90 -1.81 -1.88
N 0.76 -1.10 -2.05
C 0.31 -0.91 -3.30
C 2.33 -1.96 -0.47
C 3.49 -2.54 -0.01
C 3.74 -2.54 1.36
C 2.83 -1.96 2.24
C 1.68 -1.42 1.74
N 1.44 -1.44 0.41
C 0.53 -0.85 2.51
C 0.44 -0.86 3.89
C -0.74 -0.45 4.49
C -1.80 -0.07 3.70
C -1.63 -0.05 2.33
N -0.48 -0.41 1.74
H 0.53 -1.23 -5.40
H 2.60 -2.60 -5.09
H 3.48 -2.94 -2.79
H -0.59 -0.31 -3.40
H 4.20 -2.98 -0.70
H 4.65 -2.99 1.74
H 3.04 -1.93 3.30
H 1.29 -1.16 4.49
H -0.82 -0.41 5.57
H -2.74 0.26 4.13
H -2.42 0.30 1.68
S -2.58 3.33 1.42
C -1.06 3.24 2.16
C -1.09 2.99 3.61
N -1.11 2.79 4.74
C 0.20 3.34 1.60
S 0.50 3.81 -0.06
C 1.36 2.94 2.37
N 2.29 2.59 2.97
*
```



The following is a DFT calculation (the ωB97M-V functional and the def2-TZVPD basis) of a structure of composition C26H17Cl2INO2SSc.

molecular weight = 650.26 g/mol
energy = -3583.18463 hartree
HOMO level = -8.227 eV
Kohn-Sham gap = 7.785 eV
energy relative to the best compared isomer or geometry (same formula, charge and spin) = 5.066 eV
E_LUMO = -0.0162 Ha

```
! wB97M-V def2-TZVPD RIJCOSX def2/J DEFGRID3
* xyz 0 1
Sc 1.09 1.11 1.42
Cl -1.32 1.47 0.22
C -0.30 0.53 -1.00
C -0.82 -0.73 -1.71
C -0.36 -0.46 -3.16
C 1.17 -0.63 -3.03
C 1.64 0.68 -2.31
Cl 2.94 1.51 -3.17
C 1.95 0.40 -0.86
S 3.00 2.67 0.33
H -1.86 -1.02 -1.58
H -0.82 -1.12 -3.90
H 1.68 -0.72 -3.99
N 2.61 1.05 0.04
C 0.78 -0.31 -0.28
C 0.31 -1.58 -1.02
C -0.11 -2.78 -0.25
C -0.13 -3.97 -0.84
C 0.32 -4.13 -2.23
C 0.98 -3.16 -2.85
C 1.31 -1.88 -2.14
C 0.26 1.46 -2.13
C -0.60 1.03 -3.31
C -0.25 1.77 -4.56
C 0.17 3.04 -4.45
C 0.34 3.66 -3.13
C 0.37 2.94 -2.01
H -0.44 -2.64 0.78
H -0.48 -4.85 -0.30
H 0.13 -5.07 -2.73
H 1.36 -3.30 -3.86
H 2.33 -1.95 -1.74
H -1.66 1.26 -3.08
H -0.41 1.31 -5.53
H 0.37 3.63 -5.33
H 0.49 4.73 -3.08
H 0.58 3.40 -1.05
I -4.61 -0.96 7.10
C -2.79 -0.35 6.28
C -2.60 -0.42 4.91
C -1.39 0.00 4.37
C -0.37 0.47 5.19
C -0.58 0.52 6.56
C -1.78 0.12 7.11
C 0.96 0.92 4.65
O 1.87 1.17 5.39
O 1.04 1.01 3.34
H -3.38 -0.79 4.26
H -1.25 -0.06 3.29
H 0.22 0.89 7.19
H -1.94 0.17 8.18
*
```



The following is a DFT calculation (the ωB97M-V functional and the def2-TZVPD basis) of a structure of composition C26H18AuClINO4 in a non-equilibrium geometry.

molecular weight = 767.76 g/mol
energy = -2250.82259 hartree
HOMO level = -8.033 eV
Kohn-Sham gap = 6.465 eV
energy relative to the best compared isomer or geometry (same formula, charge and spin) = 0.907 eV
E_LUMO = -0.0576 Ha

```
! wB97M-V def2-TZVPD RIJCOSX def2/J DEFGRID3
* xyz 0 1
Au -0.52 0.38 1.25
Cl 2.41 3.31 7.33
C 1.66 2.94 5.81
C 1.94 3.76 4.70
C 1.33 3.51 3.50
C 0.45 2.41 3.31
O -0.13 2.28 2.16
C 0.24 1.55 4.43
C -0.50 0.33 4.37
O -0.97 -0.26 3.39
C 0.84 1.87 5.68
H 2.63 4.59 4.81
H 1.51 4.15 2.64
H -0.64 -0.17 5.35
H 0.64 1.23 6.53
N -0.67 1.94 -0.70
C -0.63 1.18 -1.87
C -1.67 1.22 -2.79
C -1.65 0.41 -3.91
C -0.59 -0.47 -4.11
C 0.45 -0.51 -3.20
C 0.45 0.30 -2.06
C 1.55 0.23 -1.08
C 2.86 0.10 -1.56
C 3.95 0.02 -0.71
C 3.76 0.07 0.67
C 2.47 0.22 1.17
C 1.41 0.30 0.31
H -1.50 2.50 -0.59
H 0.18 2.44 -0.45
H -2.50 1.89 -2.61
H -2.46 0.46 -4.62
H -0.59 -1.13 -4.96
H 1.25 -1.23 -3.33
H 3.01 0.08 -2.63
H 4.94 -0.07 -1.12
H 4.59 -0.02 1.35
H 2.32 0.26 2.24
I -2.81 -5.37 -5.14
C -2.59 -4.16 -3.43
C -1.51 -4.37 -2.60
C -1.30 -3.52 -1.53
C -2.17 -2.46 -1.29
C -3.29 -2.30 -2.10
C -3.50 -3.14 -3.18
C -1.83 -1.42 -0.27
O -2.54 -0.42 -0.11
O -0.72 -1.59 0.36
H -0.82 -5.19 -2.78
H -0.44 -3.64 -0.88
H -3.97 -1.48 -1.90
H -4.35 -2.99 -3.83
*
```



The following is a DFT calculation (the ωB97M-V functional and the def2-TZVPD basis) of a structure of composition C26H18ClN3NiO6.

molecular weight = 562.59 g/mol
energy = -3585.88456 hartree
HOMO level (alpha / beta) = -7.592 / -7.621 eV
Kohn-Sham gap (alpha / beta) = 6.045 / 6.092 eV
energy relative to the best compared isomer or geometry (same formula, charge and spin) = 1.240 eV
E_LUMO (alpha / beta) = -0.0568 / -0.0562 Ha

```
! wB97M-V def2-TZVPD RIJCOSX def2/J DEFGRID3
* xyz 0 3
Ni 0.17 -0.17 -0.27
O 4.66 3.38 4.63
C 3.59 2.77 5.18
O 3.43 2.80 6.36
C 2.66 2.05 4.25
C 1.67 1.26 4.84
C 0.78 0.56 4.06
C 0.85 0.65 2.67
C 1.82 1.44 2.07
C 2.71 2.14 2.87
N -0.05 -0.03 1.79
C -1.11 -0.60 2.21
C -2.05 -1.18 1.24
C -3.22 -1.80 1.64
C -4.09 -2.26 0.66
C -3.76 -2.07 -0.67
C -2.57 -1.43 -0.98
N -1.73 -1.01 -0.05
H 4.70 3.22 3.68
H 1.64 1.20 5.92
H 0.04 -0.06 4.55
H 1.87 1.50 0.99
H 3.44 2.76 2.36
H -1.39 -0.64 3.26
H -3.44 -1.90 2.69
H -5.01 -2.74 0.94
H -4.42 -2.39 -1.46
H -2.28 -1.24 -2.01
Cl -0.49 7.35 0.49
C -0.36 5.65 0.11
C 0.79 5.17 -0.52
C 0.90 3.84 -0.82
C -0.12 2.90 -0.51
O 0.12 1.67 -0.84
C -1.29 3.42 0.11
C -2.47 2.66 0.48
O -2.65 1.46 0.39
C -1.38 4.79 0.41
H 1.59 5.86 -0.77
H 1.78 3.45 -1.31
H -3.27 3.29 0.92
H -2.28 5.16 0.88
O 4.10 -1.07 -0.23
C 2.89 -1.06 -0.33
O 2.12 -0.07 -0.56
C 2.15 -2.39 -0.16
C 2.85 -3.57 0.01
C 2.14 -4.75 0.15
C 0.75 -4.70 0.13
C 0.13 -3.47 -0.03
N 0.82 -2.33 -0.18
H 3.93 -3.53 0.02
H 2.65 -5.69 0.28
H 0.15 -5.59 0.23
H -0.95 -3.40 -0.05
*
```



Q: Which of these has the highest energy?
A: C26H18AuClINO4